[1]
DFT (ωB97M-V/def2-TZVPD) results for a 20-piece molecular cluster, C68H183N7O40 overall.

Properties
**HOMO-LUMO gap**: 0.303 hartree
**Energy above the lowest of the compared OMol25 structures with the same formula, charge and spin**: 257.6 kcal per mole

Structure (ORCA input):
```
! wB97M-V def2-TZVPD RIJCOSX def2/J DEFGRID3
* xyz 0 1
C 9.875 -1.229 9.582
C 10.812 -2.049 8.627
O 11.441 -3.081 9.280
O 8.526 -1.703 9.669
H 9.809 -0.215 9.188
H 10.310 -1.149 10.578
H 11.595 -1.422 8.200
H 10.336 -2.427 7.723
H 10.832 -3.793 9.487
H 8.527 -2.347 10.381
C 3.252 5.435 -4.724
C 4.466 5.939 -3.931
O 4.060 6.812 -2.906
O 3.567 4.315 -5.571
H 2.805 6.230 -5.321
H 2.540 5.011 -4.016
H 5.149 6.346 -4.676
H 5.138 5.165 -3.560
H 3.695 6.303 -2.179
H 4.105 4.586 -6.319
C -5.736 -3.523 9.324
C -6.703 -4.731 9.160
O -6.019 -5.926 9.453
O -5.843 -2.857 10.588
H -6.099 -2.796 8.598
H -4.687 -3.670 9.068
H -7.132 -4.795 8.160
H -7.569 -4.654 9.816
H -5.999 -5.843 10.409
H -5.953 -1.929 10.368
C 2.036 9.868 14.352
C 1.050 10.929 13.626
O 1.769 11.939 12.966
O 2.463 8.800 13.534
H 1.540 9.470 15.237
H 2.913 10.320 14.814
H 0.588 11.452 14.464
H 0.307 10.458 12.983
H 2.224 11.532 12.225
H 1.651 8.348 13.292
C -1.756 -7.598 4.854
C -0.559 -6.719 4.389
O -0.601 -6.239 3.029
O -1.633 -8.016 6.178
H -1.821 -8.459 4.189
H -2.708 -7.090 4.702
H 0.408 -7.218 4.464
H -0.384 -5.929 5.119
H -0.670 -7.003 2.452
H -2.426 -7.798 6.674
C -1.684 3.998 14.375
C -1.313 4.125 15.890
O -1.889 5.283 16.540
O -1.432 5.104 13.501
H -2.762 3.840 14.330
H -1.157 3.173 13.897
H -0.227 4.068 15.961
H -1.796 3.304 16.420
H -1.991 5.106 17.478
H -2.180 5.705 13.536
C -1.183 5.257 1.811
C 0.179 5.958 2.053
O 1.209 5.053 1.656
O -1.362 4.115 2.627
H -1.280 5.022 0.751
H -1.929 6.003 2.087
H 0.295 6.233 3.101
H 0.276 6.827 1.402
H 1.191 4.251 2.184
H -0.775 3.390 2.400
C -6.425 -1.273 1.947
C -5.176 -2.207 1.820
O -4.260 -1.987 2.927
O -6.024 -0.004 1.532
H -6.843 -1.281 2.954
H -7.115 -1.649 1.192
H -4.637 -1.986 0.899
H -5.494 -3.248 1.763
H -3.512 -2.546 2.703
H -5.200 0.234 1.965
C -0.156 -7.998 -9.560
C -0.303 -8.784 -10.963
O -1.204 -9.941 -10.900
O 0.851 -8.700 -8.862
H -1.034 -7.964 -8.915
H 0.341 -7.051 -9.767
H 0.675 -9.024 -11.382
H -0.607 -8.065 -11.724
H -2.111 -9.693 -10.707
H 1.073 -8.267 -8.034
C 0.116 0.492 -11.805
C 1.287 -0.362 -12.452
O 0.872 -1.671 -12.567
O -1.110 0.184 -12.435
H 0.467 1.524 -11.834
H 0.101 0.272 -10.737
H 2.080 -0.427 -11.707
H 1.474 -0.049 -13.479
H -0.056 -1.533 -12.769
H -1.756 0.850 -12.189
C 0.248 -3.982 12.486
C -0.815 -4.684 13.355
O -1.453 -3.712 14.156
O 1.438 -3.745 13.217
H -0.088 -3.017 12.107
H 0.559 -4.529 11.596
H -0.401 -5.419 14.045
H -1.519 -5.245 12.741
H -2.280 -3.422 13.764
H 1.234 -3.117 13.915
C 2.923 -8.626 -2.202
C 1.886 -9.737 -1.946
O 0.916 -9.329 -0.987
O 2.356 -7.712 -3.080
H 3.895 -8.963 -2.563
H 3.143 -8.089 -1.280
H 2.286 -10.657 -1.519
H 1.383 -9.998 -2.877
H 0.710 -10.145 -0.525
H 1.625 -7.245 -2.670
C -6.544 3.700 7.249
C -6.400 5.234 6.890
O -7.139 5.979 7.866
O -6.335 3.470 8.630
H -5.860 3.073 6.677
H -7.557 3.359 7.037
H -6.945 5.356 5.955
H -5.338 5.471 6.832
H -7.648 6.617 7.362
H -6.772 4.200 9.075
C -7.405 -4.356 -7.029
O -7.917 -5.221 -6.097
C -8.898 -4.624 -5.233
C -9.904 -5.621 -4.543
N -9.304 -6.410 -3.533
C -10.311 -7.266 -2.899
C -9.825 -7.782 -1.587
O -10.587 -7.147 -0.592
C -10.150 -7.396 0.730
H -8.018 -4.356 -7.930
H -6.439 -4.755 -7.335
H -7.324 -3.333 -6.660
H -9.542 -3.954 -5.803
H -8.415 -4.017 -4.467
H -10.461 -6.175 -5.299
H -10.643 -4.980 -4.064
H -8.502 -6.888 -3.916
H -10.496 -8.206 -3.420
H -11.284 -6.788 -2.783
H -8.747 -7.736 -1.430
H -10.106 -8.826 -1.455
H -10.068 -8.478 0.838
H -10.848 -7.038 1.486
H -9.114 -7.112 0.920
C 4.238 13.207 8.394
O 3.778 14.490 8.097
C 4.819 15.395 7.814
C 4.291 16.770 7.513
N 3.422 17.265 8.601
C 2.656 18.439 8.265
C 3.325 19.638 8.930
O 2.611 20.802 8.508
C 2.844 21.263 7.164
H 4.771 13.206 9.345
H 4.861 12.738 7.633
H 3.355 12.568 8.380
H 5.361 15.020 6.946
H 5.535 15.330 8.634
H 3.634 16.673 6.648
H 5.064 17.502 7.277
H 2.885 16.623 9.167
H 1.599 18.311 8.497
H 2.696 18.558 7.183
H 4.400 19.683 8.755
H 3.162 19.602 10.007
H 3.912 21.266 6.948
H 2.433 22.260 7.002
H 2.312 20.556 6.527
C 1.211 1.352 5.304
O 1.995 0.856 4.258
C 1.640 -0.504 3.949
C 2.197 -0.812 2.520
N 1.269 -0.421 1.384
C 2.007 -0.418 0.078
C 1.041 -0.629 -1.130
O 0.147 -1.829 -0.929
C -0.830 -1.998 -2.074
H 0.219 0.901 5.280
H 1.170 2.442 5.305
H 1.639 1.208 6.296
H 0.568 -0.672 4.051
H 2.141 -1.148 4.673
H 2.359 -1.879 2.371
H 3.153 -0.316 2.353
H 0.659 -1.217 1.264
H 2.703 -1.251 -0.014
H 2.757 0.368 -0.016
H 1.652 -0.775 -2.021
H 0.474 0.294 -1.255
H -1.664 -1.311 -1.936
H -1.193 -3.024 -2.007
H -0.385 -1.794 -3.048
C 8.154 6.225 2.190
O 9.191 5.706 3.051
C 9.615 4.436 2.813
C 8.673 3.344 3.319
N 9.150 1.965 3.116
C 9.273 1.599 1.706
C 9.649 0.154 1.529
O 8.491 -0.612 1.896
C 8.756 -2.059 1.778
H 8.088 7.293 2.394
H 7.160 5.785 2.272
H 8.554 6.148 1.179
H 10.531 4.343 3.396
H 9.863 4.380 1.753
H 7.684 3.499 2.885
H 8.398 3.535 4.356
H 8.504 1.326 3.555
H 10.044 2.235 1.271
H 8.346 1.819 1.177
H 10.467 -0.204 2.154
H 9.939 0.001 0.490
H 7.826 -2.479 2.161
H 9.563 -2.440 2.404
H 8.872 -2.320 0.726
C 12.482 -6.917 -5.431
O 11.627 -5.799 -5.720
C 10.367 -6.157 -6.317
C 9.318 -4.986 -6.068
N 9.897 -3.745 -6.402
C 8.987 -2.684 -6.014
C 9.654 -1.303 -6.379
O 10.918 -1.085 -5.655
C 11.520 0.147 -6.043
H 13.468 -6.763 -4.992
H 12.808 -7.623 -6.195
H 11.933 -7.583 -4.766
H 9.913 -7.054 -5.895
H 10.369 -6.410 -7.378
H 9.114 -5.004 -4.997
H 8.333 -5.212 -6.474
H 10.756 -3.791 -5.871
H 8.807 -2.702 -4.939
H 8.037 -2.803 -6.535
H 8.956 -0.515 -6.097
H 9.972 -1.184 -7.415
H 10.885 1.026 -5.933
H 11.995 0.081 -7.022
H 12.405 0.338 -5.435
C -6.434 3.952 -7.238
O -6.609 4.002 -8.668
C -5.311 4.046 -9.274
C -5.399 4.489 -10.756
N -5.969 3.459 -11.586
C -6.212 3.941 -12.972
C -6.274 2.812 -14.024
O -6.851 3.237 -15.233
C -6.609 2.302 -16.213
H -5.790 3.101 -7.015
H -7.344 3.952 -6.638
H -5.954 4.877 -6.918
H -4.815 3.080 -9.176
H -4.743 4.851 -8.809
H -4.383 4.756 -11.047
H -5.940 5.435 -10.779
H -6.903 3.246 -11.268
H -5.452 4.608 -13.380
H -7.092 4.569 -13.109
H -6.828 1.998 -13.556
H -5.237 2.532 -14.212
H -7.389 2.372 -16.971
H -6.652 1.238 -15.981
H -5.667 2.475 -16.735
C -5.749 -10.257 -6.377
O -6.210 -9.745 -7.643
C -6.819 -10.780 -8.481
C -7.590 -10.282 -9.712
N -6.702 -9.406 -10.415
C -7.176 -9.101 -11.775
C -7.474 -10.120 -12.796
O -7.932 -9.503 -14.032
C -8.689 -10.316 -14.862
H -6.424 -10.988 -5.931
H -5.580 -9.450 -5.664
H -4.832 -10.838 -6.476
H -7.574 -11.283 -7.876
H -6.038 -11.479 -8.779
H -8.473 -9.777 -9.321
H -7.972 -11.163 -10.227
H -6.587 -8.587 -9.836
H -6.340 -8.600 -12.262
H -7.987 -8.374 -11.820
H -8.212 -10.837 -12.437
H -6.624 -10.766 -13.016
H -9.222 -11.075 -14.290
H -7.982 -10.779 -15.550
H -9.352 -9.697 -15.468
*
```

[2]
DFT (ωB97M-V/def2-TZVPD) results for an isolated molecule of C4H8O2.

Properties
**SMILES**: CCOCC=O
**HOMO-LUMO gap**: 0.396 hartree
**Energy above the lowest of the compared OMol25 structures with the same formula, charge and spin**: 36.5 kcal per mole

Structure (ORCA input):
```
! wB97M-V def2-TZVPD RIJCOSX def2/J DEFGRID3
* xyz 0 1
C 1.868 -0.513 0.909
C 0.702 -0.515 -0.057
O -0.490 -0.291 0.680
C -1.591 -0.049 -0.156
C -1.452 1.306 -0.832
O -1.685 1.518 -1.996
H 1.825 -1.375 1.581
H 1.843 0.398 1.513
H 2.815 -0.542 0.360
H 0.836 0.276 -0.813
H 0.629 -1.471 -0.600
H -2.480 -0.031 0.487
H -1.725 -0.823 -0.926
H -1.096 2.110 -0.151
*
```

[3]
DFT (ωB97M-V/def2-TZVPD) results for a 2-piece molecular cluster, C16H17NO overall.

Properties
**SMILES**: Cc1c[nH]c2ccccc12.Cc1ccc(O)cc1
**HOMO-LUMO gap**: 0.300 hartree
**Energy above the lowest of the compared OMol25 structures with the same formula, charge and spin**: 30.9 kcal per mole

Structure (ORCA input):
```
! wB97M-V def2-TZVPD RIJCOSX def2/J DEFGRID3
* xyz 0 1
C 0.790 -0.982 3.965
C 0.098 -0.892 2.660
C 0.627 -0.092 1.682
N -0.159 -0.212 0.536
C -0.967 -1.313 0.678
C -1.765 -1.861 -0.352
C -2.562 -2.947 0.041
C -2.442 -3.413 1.337
C -1.707 -2.800 2.345
C -0.984 -1.665 2.067
H 0.035 -1.352 4.667
H 1.129 -0.031 4.388
H 1.620 -1.657 3.907
H 1.295 0.736 1.866
H 0.090 0.397 -0.223
H -1.827 -1.548 -1.383
H -3.254 -3.491 -0.589
H -2.899 -4.325 1.645
H -1.962 -3.142 3.353
C 3.250 1.454 -2.781
C 1.795 1.738 -2.460
C 1.544 2.825 -1.634
C 0.275 3.097 -1.166
C -0.766 2.237 -1.474
O -2.113 2.294 -1.128
C -0.538 1.108 -2.290
C 0.761 0.826 -2.747
H 3.899 1.999 -2.029
H 3.545 1.669 -3.786
H 3.482 0.414 -2.736
H 2.348 3.402 -1.180
H 0.059 3.980 -0.571
H -2.240 3.187 -0.740
H -1.341 0.422 -2.515
H 0.886 -0.060 -3.355
*
```

[4]
DFT (ωB97M-V/def2-TZVPD) results for C43H42N6OP2PbS as an isolated structure.

Properties
**HOMO-LUMO gap**: 0.240 hartree
**Energy above the lowest of the compared OMol25 structures with the same formula, charge and spin**: 46.0 kcal per mole

Structure (ORCA input):
```
! wB97M-V def2-TZVPD RIJCOSX def2/J DEFGRID3
* xyz 2 1
Pb 0.892 0.125 0.881
N 2.275 -1.557 4.808
C 1.840 -0.823 3.771
S 2.284 -1.505 2.188
N 1.189 0.266 4.026
N 0.717 1.001 2.971
C 0.320 2.197 3.237
C -0.170 3.184 2.309
C -0.388 4.465 2.850
C -0.831 5.512 2.076
C -1.074 5.295 0.722
C -0.877 4.051 0.155
C -0.437 2.973 0.931
O -0.341 1.790 0.331
H 2.851 -2.367 4.673
H 2.090 -1.228 5.742
H 0.394 2.497 4.281
H -0.199 4.616 3.906
H -0.996 6.486 2.514
H -1.428 6.110 0.103
H -1.080 3.874 -0.893
C -0.929 -2.932 0.103
N -0.795 -2.579 -1.306
C 0.547 -2.335 -1.765
P 1.162 -0.598 -1.630
C 0.189 0.497 -2.653
C -1.004 0.072 -3.235
C -1.753 0.969 -3.984
C -1.318 2.276 -4.145
C -0.130 2.700 -3.556
C 0.621 1.817 -2.804
C 2.861 -0.644 -2.195
C 3.174 -0.329 -3.518
C 4.482 -0.452 -3.959
C 5.472 -0.887 -3.089
C 5.162 -1.200 -1.772
C 3.859 -1.077 -1.321
C -1.637 -3.338 -2.198
C -2.995 -3.044 -2.242
C -3.833 -3.766 -3.079
C -3.323 -4.769 -3.889
C -1.968 -5.061 -3.846
C -1.126 -4.357 -2.998
P -1.297 -1.441 1.135
C -1.432 -1.948 2.853
C -0.839 -3.114 3.333
C -0.913 -3.418 4.684
C -1.564 -2.558 5.557
C -2.149 -1.391 5.083
C -2.086 -1.084 3.735
C -2.912 -0.860 0.601
C -4.050 -1.556 1.017
C -5.290 -1.209 0.511
C -5.399 -0.170 -0.408
C -4.270 0.529 -0.811
C -3.022 0.189 -0.307
H -0.028 -3.429 0.488
H -1.756 -3.634 0.221
H 0.614 -2.540 -2.837
H 1.316 -2.962 -1.288
H -1.360 -0.943 -3.113
H -2.673 0.638 -4.446
H -1.902 2.970 -4.736
H 0.208 3.718 -3.690
H 1.541 2.147 -2.335
H 2.403 0.006 -4.200
H 4.727 -0.213 -4.985
H 6.491 -0.983 -3.439
H 5.935 -1.540 -1.096
H 3.631 -1.312 -0.288
H -3.393 -2.244 -1.632
H -4.888 -3.531 -3.106
H -3.977 -5.321 -4.550
H -1.564 -5.852 -4.464
H -0.079 -4.627 -2.948
H -0.329 -3.797 2.666
H -0.470 -4.333 5.052
H -1.624 -2.802 6.609
H -2.663 -0.724 5.762
H -2.558 -0.180 3.365
H -3.969 -2.364 1.735
H -6.173 -1.746 0.832
H -6.370 0.098 -0.802
H -4.360 1.349 -1.512
H -2.144 0.747 -0.606
C 3.547 5.048 0.617
N 4.067 3.716 0.942
C 5.485 3.578 1.291
C 3.345 2.664 0.712
N 2.686 1.732 0.502
H 3.793 5.726 1.432
H 2.465 4.999 0.512
H 3.992 5.414 -0.309
H 5.708 4.245 2.122
H 6.112 3.835 0.437
H 5.686 2.554 1.595
*
```

[5]
DFT (ωB97M-V/def2-TZVPD) results for C5H8O2 as an isolated structure.

Properties
**HOMO-LUMO gap**: 0.380 hartree
**Energy above the lowest of the compared OMol25 structures with the same formula, charge and spin**: 41.6 kcal per mole

Structure (ORCA input):
```
! wB97M-V def2-TZVPD RIJCOSX def2/J DEFGRID3
* xyz 0 1
O -0.573 1.990 -0.945
C -0.256 1.016 0.019
C -1.243 -0.181 -0.050
C -0.190 -1.292 -0.201
C 0.884 -0.907 0.829
C 1.030 0.204 -0.224
O 0.659 -0.748 -1.246
H -0.062 2.774 -0.712
H -0.172 1.498 1.007
H -1.888 -0.287 0.826
H -1.860 -0.112 -0.951
H -0.512 -2.320 -0.380
H 0.558 -0.635 1.839
H 1.733 -1.590 0.845
H 1.956 0.748 -0.425
*
```

[6]
DFT (ωB97M-V/def2-TZVPD) results for C9H16N2O5S as an isolated structure.

Properties
**HOMO-LUMO gap**: 0.327 hartree
**Energy above the lowest of the compared OMol25 structures with the same formula, charge and spin**: 145.4 kcal per mole

Structure (ORCA input):
```
! wB97M-V def2-TZVPD RIJCOSX def2/J DEFGRID3
* xyz 0 1
C 0.622 0.959 2.582
C -0.119 0.489 1.418
C 0.853 -0.398 3.397
C -0.194 -1.529 3.206
C 0.183 -0.452 -0.770
C 1.162 -1.675 -1.246
C -0.144 0.794 -1.740
C -1.306 0.294 -2.600
C -0.520 1.596 -4.833
H -0.215 2.690 3.185
H -1.003 1.242 3.970
H 1.619 1.263 2.398
H 0.924 -0.074 4.407
H 1.733 -0.995 3.077
H -1.509 -2.759 4.148
H 1.815 0.200 0.482
H -0.626 -1.061 -0.608
H 0.828 1.188 -1.975
H -0.703 1.555 -1.110
H -0.999 -0.634 -3.128
H -2.153 0.171 -1.886
H -0.267 0.504 -5.246
H 0.230 2.115 -4.182
H -0.788 2.345 -5.496
H 1.756 -2.592 -2.785
N -0.099 1.738 3.589
N 0.779 0.144 0.388
O -1.398 0.023 1.496
O -0.168 -2.526 2.491
O -1.355 -1.533 4.141
O 2.160 -2.296 -0.478
O 0.856 -2.193 -2.512
S -1.957 1.408 -3.779
*
```